Computed, not measured: a molecular structure, C29H40FeN6O11Rb in a non-equilibrium geometry, with ωB97M-V/def2-TZVPD.

Calculated values
- molecular weight (g mol⁻¹) = 789.983
- F_max (eV/Å) = 4.70
- HOMO-LUMO gap (alpha / beta) (eV) = 4.11 / 4.08
- total energy (Ha) = -3572.296485
- E_HOMO (alpha / beta) (hartree) = -0.3824 / -0.3824
- <S²> = 6.013
- lowest unoccupied orbital energy (alpha / beta) (eV) = -6.3 / -6.3

Structure (ORCA input):
```
! wB97M-V def2-TZVPD RIJCOSX def2/J DEFGRID3
* xyz 1 5
Rb 3.75184 22.84788 25.95959
Fe 6.57914 23.37731 23.49611
O 9.25999 13.89740 21.26591
O 14.11521 18.47529 25.85927
O 8.28102 22.23043 22.85278
O 6.88159 23.92613 32.12985
O 8.33839 20.17425 18.99597
O 12.98767 20.18672 25.28229
O 8.54318 13.68909 24.84414
O 8.51087 22.53210 32.53933
O 10.32601 24.14807 19.01555
O 11.06465 13.21200 22.13234
O 6.11992 21.64753 24.82323
N 6.99340 18.82781 20.31826
N 10.31255 14.09250 21.88717
N 13.12195 19.11945 25.85788
N 7.27535 15.61695 25.04273
N 11.13946 22.21347 19.92751
N 7.80989 23.18144 31.79756
C 8.39953 21.19641 23.81917
C 11.97686 17.31781 27.18427
C 8.54565 22.43796 27.68006
C 9.49147 22.19359 28.66258
C 9.63999 18.87481 27.42662
C 7.59883 20.03102 19.96077
C 11.81846 15.80946 22.93021
C 7.13720 17.65317 19.50444
C 12.12149 17.09694 23.26096
C 12.40261 22.23095 19.09358
C 6.04218 15.10465 24.38560
C 9.94727 17.78126 22.43047
C 9.31940 22.58864 30.00095
C 7.09424 23.28014 29.39238
C 10.60635 15.46055 22.34623
C 10.70819 19.27720 26.61047
C 8.10144 23.04004 30.35353
C 9.76049 17.66233 28.08846
C 10.18853 23.21585 19.79858
C 7.33808 23.05489 28.05326
C 10.93885 16.89788 27.93316
C 6.24302 18.73579 21.55898
C 8.44925 14.92098 25.14378
C 11.14967 18.05691 22.96475
C 11.00861 21.22893 21.01138
C 7.14842 20.69413 24.67675
C 9.64128 16.45083 22.13590
C 11.92502 18.56143 26.54105
C 7.21656 17.03985 25.45955
H 13.03651 17.23587 23.81760
H 5.92581 19.66636 22.02964
H 7.66472 17.82279 18.56579
H 6.70194 19.77963 24.28629
H 5.76359 15.50518 23.41089
H 6.10166 23.62504 29.64181
H 7.50070 16.82698 20.11547
H 9.19508 18.52265 22.20470
H 10.43489 21.70493 28.46876
H 6.07714 17.51934 19.28889
H 9.21565 15.50711 25.67413
H 10.29472 20.43171 20.80423
H 6.48549 17.33960 26.21041
H 8.94390 17.28786 28.68792
H 7.50920 20.45081 25.67612
H 7.08439 17.62349 24.54851
H 8.20275 17.34827 25.80655
H 8.73652 19.45326 27.55123
H 11.03757 15.98019 28.49395
H 10.62619 21.76728 21.87858
H 9.15480 21.63509 24.47126
H 5.90998 14.04009 24.19241
H 5.19454 15.38147 25.01248
H 10.12713 22.38449 30.68818
H 10.60799 20.20482 26.06652
H 12.59484 21.31714 18.53135
H 8.68900 16.04648 21.82599
H 12.96497 16.89826 27.30266
H 5.40830 18.04903 21.41861
H 13.26060 22.33874 19.75716
H 12.55764 23.07955 18.42729
H 12.46955 15.00996 23.25156
H 8.76568 22.08250 26.68426
H 6.65099 23.12922 27.22332
H 6.86753 18.37824 22.37767
H 7.54203 20.76767 20.77705
H 9.30528 22.88143 20.36447
H 11.94341 20.71306 21.23076
H 8.86643 20.38995 23.25373
H 11.26083 19.11360 23.15831
*
```